{
  "formula": "C18H45N3O6Sn",
  "method": "ωB97M-V/def2-TZVPD",
  "orbital_gap_ev": 8.39,
  "multiplicity": 1,
  "largest_force_ev_per_a": 5.36,
  "total_charge": 2,
  "mol_weight_g_mol": 518.3,
  "homo_energy_ev": -14.173,
  "symbols": ["C", "Sn", "C", "H", "H", "O", "C", "N", "H", "C", "O", "C", "H", "H", "H", "H", "H", "O", "H", "H", "H", "H", "H", "C", "C", "H", "C", "H", "H", "H", "C", "H", "H", "H", "H", "H", "H", "C", "C", "H", "H", "H", "C", "C", "H", "C", "C", "H", "H", "H", "O", "H", "H", "H", "C", "C", "O", "H", "H", "H", "C", "H", "H", "O", "H", "H", "H", "H", "N", "H", "N", "H", "H"],
  "positions_angstrom": [[-2.7228, 0.6954, -0.6186], [0.6236, -0.2851, -0.0697], [2.4967, 1.5447, 2.4150], [4.1238, -1.9291, -0.4196], [0.7887, -1.8303, 3.5873], [-1.0172, 1.5345, -1.6380], [3.7437, -0.4061, 1.9958], [0.9655, 2.2833, 0.6997], [-2.3768, 0.6130, -1.6489], [3.1646, -2.4298, -0.5512], [0.3657, -0.1876, 2.3438], [-1.2534, 1.4114, -3.0736], [0.4140, 3.0570, -1.7681], [-0.0670, 4.0261, 0.5117], [-1.3947, -2.5560, -2.2246], [-0.2061, -0.6868, -4.4925], [3.0097, -0.0870, -2.1619], [-0.5041, -0.7362, -2.4301], [1.1003, 3.2594, 2.5079], [3.3858, -3.4943, -0.4727], [-1.2555, 3.6149, -1.5306], [1.7077, -2.7459, -1.9634], [-6.1170, -1.0178, 0.8404], [-6.0842, 0.0698, 0.7756], [-1.8458, 0.6168, 1.5916], [1.7168, 0.5133, -3.7488], [1.6759, -0.5565, -3.5441], [2.5070, -2.0710, 2.6326], [-1.8349, -0.9080, 0.3738], [2.1342, -0.8392, 3.2374], [0.2508, -1.1075, -3.5967], [-1.8111, 2.2052, -3.5707], [-1.3929, -1.1652, 2.7047], [4.6183, 0.2436, 2.0290], [-0.3053, 1.2588, -3.5892], [-1.0965, 2.7267, 0.8559], [0.2838, 1.7362, 2.5471], [-0.2193, 2.9768, 0.2592], [-0.9995, -0.1516, 2.6286], [3.3275, -2.4849, -2.6692], [3.9250, -2.7456, 1.8463], [0.2955, -2.1791, -3.7915], [-1.6907, -1.5088, -2.2875], [-0.5397, 2.8280, -1.2927], [2.2524, -1.1206, -4.2772], [1.0675, -0.7849, 3.4549], [2.8436, -2.6364, 1.7637], [-4.8076, 0.5098, -1.3280], [3.3423, 2.2015, 2.2109], [-1.3711, 1.5980, 1.5863], [2.5637, 0.3090, 1.7104], [1.8306, 2.6251, 0.3060], [2.2923, -3.5729, 1.8481], [-2.4469, -1.3287, -3.0514], [1.1326, 2.2505, 2.0965], [-4.1560, 0.1276, -0.5423], [2.4210, -1.9999, 0.5506], [-2.7705, 1.7535, -0.3612], [-6.6743, 0.3025, -0.1108], [-2.8786, 0.7273, 1.9219], [2.6158, -2.1448, -1.9169], [3.9377, -1.0990, 1.1770], [-1.8832, 0.5264, -3.1642], [-4.8223, 0.5872, 0.6329], [-6.5373, 0.6196, 1.6005], [-2.1169, -1.3287, -1.3006], [3.5930, -0.9657, 2.9190], [-4.1101, -0.9588, -0.4668], [2.2644, -0.7678, -2.1953], [2.5801, 1.3268, 3.4797], [-1.7199, 0.0883, 0.2545], [-1.2679, 0.2537, 3.6042], [0.9355, -0.2044, 4.3680]],
  "atomic_forces_ev_per_a": [[-2.833, -0.694, -0.441], [0.722, 0.782, -0.527], [-1.180, 0.383, 0.582], [0.593, -0.011, -0.438], [-0.683, 0.126, 0.214], [3.607, 3.273, -2.245], [1.738, 1.461, -0.522], [-0.384, -2.051, -1.701], [-1.829, -0.537, 1.374], [2.013, -0.125, -0.017], [-0.260, -1.228, 0.857], [-0.027, 0.258, 0.085], [0.035, 0.022, -0.543], [-0.191, 0.476, -0.543], [-0.234, -0.278, -0.610], [-0.340, 0.071, -0.081], [0.665, -0.463, 0.451], [0.949, -2.008, -0.196], [0.471, 0.275, 0.215], [-0.191, -0.181, -0.119], [-0.128, -0.058, -0.203], [-0.207, -0.014, -0.509], [0.121, -0.155, 0.575], [-1.514, 0.236, -0.416], [1.465, 0.561, 1.796], [0.000, -0.098, -0.107], [-0.415, -0.655, 1.159], [0.122, -1.087, -1.214], [-0.739, -0.439, -0.209], [-1.326, 0.872, 0.616], [0.283, 0.383, -0.417], [0.131, 0.666, 0.675], [0.043, -0.482, -0.105], [-0.060, 0.300, 0.408], [-0.257, 0.201, -0.031], [0.521, 0.202, -0.464], [0.618, 0.486, 0.086], [-0.603, 1.190, -1.537], [-2.900, -0.706, -0.014], [0.086, -0.487, 0.079], [-0.199, -0.553, -0.261], [-0.284, -0.229, 0.565], [0.480, -1.267, 0.805], [0.843, 0.537, 1.843], [0.083, 0.237, -0.354], [0.344, -0.327, 0.289], [-1.540, -1.975, 0.397], [0.492, -0.429, -0.837], [0.100, -0.009, -0.506], [-0.875, -0.543, 0.316], [1.060, 1.193, -1.176], [-0.130, 0.314, -0.606], [0.442, -0.470, -0.290], [0.118, -0.063, -0.166], [0.930, -0.007, 1.974], [-0.005, 0.626, 1.717], [-1.444, -0.691, 0.273], [-0.177, -0.122, -0.092], [-0.297, 0.139, -0.253], [0.014, -0.238, 0.090], [-0.447, -0.021, 0.102], [0.261, 1.119, 0.626], [0.198, 0.586, -0.610], [2.364, 0.351, 0.265], [-0.107, -0.583, 0.161], [0.056, 0.014, -0.760], [1.258, 0.800, 0.079], [-0.225, -0.385, -0.566], [-0.647, 1.252, -0.319], [-0.177, 0.154, 0.226], [-0.547, -0.310, 0.946], [0.553, 0.443, 0.192], [-0.371, -0.013, -0.039]],
  "lowdin_charge": [-0.19, 1.74, -0.13, 0.13, 0.13, -0.37, -0.10, -0.11, 0.06, -0.22, -0.38, -0.03, 0.13, 0.14, 0.12, 0.14, 0.13, -0.39, 0.15, 0.15, 0.14, 0.13, 0.10, -0.12, -0.17, 0.12, -0.14, 0.03, 0.10, 0.04, -0.19, 0.13, 0.14, 0.13, 0.09, 0.09, 0.10, -0.16, -0.20, 0.15, 0.13, 0.13, -0.07, -0.14, 0.13, -0.03, -0.10, 0.14, 0.14, 0.07, -0.33, 0.14, 0.13, 0.13, -0.18, -0.15, -0.38, 0.15, 0.09, 0.15, -0.19, 0.07, 0.08, -0.21, 0.11, 0.05, 0.09, 0.13, -0.14, 0.14, -0.16, 0.15, 0.13]
}


{
  "formula": "C4H6N2O",
  "method": "ωB97M-V/def2-TZVPD",
  "orbital_gap_ev": 11.34,
  "multiplicity": 1,
  "largest_force_ev_per_a": 1.49,
  "mol_weight_g_mol": 98.1,
  "homo_energy_ev": -10.619,
  "relative_energy_ev": 3.350,
  "symbols": ["H", "H", "C", "H", "C", "C", "H", "N", "H", "N", "C", "H", "O"],
  "positions_angstrom": [[-0.9078, 1.6030, -0.7057], [-0.4713, 0.5435, 1.6595], [1.8269, -0.0766, -0.4270], [-0.5886, -0.0386, -1.3388], [-2.9515, -0.3043, 0.3383], [-0.9371, 0.0639, 0.8145], [2.8496, 0.3066, -0.4151], [1.4623, -1.2882, -0.4597], [-0.7436, -1.0163, 0.8589], [-2.4156, 0.4630, 1.0793], [-0.4177, 0.6499, -0.5010], [2.2758, -1.8969, -0.4861], [0.9735, 0.9566, -0.4049]],
  "atomic_forces_ev_per_a": [[0.068, -0.117, 0.043], [0.545, 0.026, 0.101], [-0.001, -0.257, -0.030], [-0.005, 0.109, 0.243], [-0.879, 0.281, 0.326], [0.573, 0.153, 0.290], [-0.063, -0.108, 0.003], [0.163, 0.400, 0.003], [-0.308, 0.441, 0.056], [0.223, -0.957, -1.125], [-0.299, 0.005, 0.099], [-0.077, 0.025, 0.003], [0.059, 0.000, -0.013]],
  "nbo_charge": [0.21, 0.23, 0.41, 0.21, 0.34, -0.28, 0.16, -0.73, 0.24, -0.55, -0.10, 0.36, -0.49]
}


{
  "formula": "C4H11N3O2",
  "method": "ωB97M-V/def2-TZVPD",
  "smiles": "CN=C(N)N.CC(=O)O",
  "orbital_gap_ev": 9.82,
  "multiplicity": 1,
  "largest_force_ev_per_a": 1.34,
  "mol_weight_g_mol": 133.2,
  "homo_energy_ev": -9.012,
  "relative_energy_ev": 0.049,
  "symbols": ["H", "H", "H", "C", "H", "O", "H", "C", "H", "N", "O", "N", "H", "H", "N", "C", "C", "H", "H", "H"],
  "positions_angstrom": [[3.9461, 1.2180, -0.6000], [-2.8021, -2.2788, -0.1505], [-0.4400, -1.5901, 2.1398], [-1.4086, -0.9976, 0.4815], [3.4960, 2.4980, 0.4746], [1.5857, 0.8001, 1.1150], [-1.5348, -0.1049, -2.6405], [3.1205, 1.8909, -0.3513], [-2.7548, 0.3922, -1.4668], [-2.5459, -1.7288, 0.6617], [1.2422, 0.6923, -1.0919], [-0.6835, -0.7549, 1.6350], [-2.5735, -2.2510, 1.5208], [0.4809, 0.1057, -0.7868], [-1.0946, -0.4121, -0.6043], [1.9097, 1.0899, -0.0253], [-2.0253, -0.3635, -1.7086], [0.1110, -0.1331, 1.4828], [-2.5653, -1.2821, -1.8768], [3.0061, 2.5920, -1.1733]],
  "atomic_forces_ev_per_a": [[-0.184, -0.095, -0.147], [-0.160, 0.110, 0.271], [0.034, -0.065, 0.259], [0.262, 0.811, 0.673], [-0.387, -0.312, 0.277], [0.309, 0.183, -0.156], [0.217, 0.105, 0.021], [1.115, 0.736, 0.117], [-0.499, 0.410, -0.205], [-0.448, -0.860, -0.320], [0.736, -0.020, 0.220], [-0.209, -0.324, -0.358], [-0.141, -0.021, 0.095], [-0.772, 0.275, -0.301], [0.734, -0.027, -0.494], [-0.262, -0.006, 0.028], [0.151, 0.031, 0.436], [0.064, -0.094, 0.056], [-0.225, -0.545, -0.173], [-0.335, -0.293, -0.296]],
  "nbo_charge": [0.24, 0.38, 0.37, 0.60, 0.23, -0.66, 0.21, -0.72, 0.20, -0.82, -0.70, -0.83, 0.39, 0.51, -0.61, 0.81, -0.42, 0.43, 0.16, 0.23]
}


Repeat the second record exactly.
{
  "formula": "C4H6N2O",
  "method": "ωB97M-V/def2-TZVPD",
  "orbital_gap_ev": 11.34,
  "multiplicity": 1,
  "largest_force_ev_per_a": 1.49,
  "mol_weight_g_mol": 98.1,
  "homo_energy_ev": -10.619,
  "relative_energy_ev": 3.350,
  "symbols": ["H", "H", "C", "H", "C", "C", "H", "N", "H", "N", "C", "H", "O"],
  "positions_angstrom": [[-0.9078, 1.6030, -0.7057], [-0.4713, 0.5435, 1.6595], [1.8269, -0.0766, -0.4270], [-0.5886, -0.0386, -1.3388], [-2.9515, -0.3043, 0.3383], [-0.9371, 0.0639, 0.8145], [2.8496, 0.3066, -0.4151], [1.4623, -1.2882, -0.4597], [-0.7436, -1.0163, 0.8589], [-2.4156, 0.4630, 1.0793], [-0.4177, 0.6499, -0.5010], [2.2758, -1.8969, -0.4861], [0.9735, 0.9566, -0.4049]],
  "atomic_forces_ev_per_a": [[0.068, -0.117, 0.043], [0.545, 0.026, 0.101], [-0.001, -0.257, -0.030], [-0.005, 0.109, 0.243], [-0.879, 0.281, 0.326], [0.573, 0.153, 0.290], [-0.063, -0.108, 0.003], [0.163, 0.400, 0.003], [-0.308, 0.441, 0.056], [0.223, -0.957, -1.125], [-0.299, 0.005, 0.099], [-0.077, 0.025, 0.003], [0.059, 0.000, -0.013]],
  "nbo_charge": [0.21, 0.23, 0.41, 0.21, 0.34, -0.28, 0.16, -0.73, 0.24, -0.55, -0.10, 0.36, -0.49]
}


Copy entry 3 word for word.
{
  "formula": "C4H11N3O2",
  "method": "ωB97M-V/def2-TZVPD",
  "smiles": "CN=C(N)N.CC(=O)O",
  "orbital_gap_ev": 9.82,
  "multiplicity": 1,
  "largest_force_ev_per_a": 1.34,
  "mol_weight_g_mol": 133.2,
  "homo_energy_ev": -9.012,
  "relative_energy_ev": 0.049,
  "symbols": ["H", "H", "H", "C", "H", "O", "H", "C", "H", "N", "O", "N", "H", "H", "N", "C", "C", "H", "H", "H"],
  "positions_angstrom": [[3.9461, 1.2180, -0.6000], [-2.8021, -2.2788, -0.1505], [-0.4400, -1.5901, 2.1398], [-1.4086, -0.9976, 0.4815], [3.4960, 2.4980, 0.4746], [1.5857, 0.8001, 1.1150], [-1.5348, -0.1049, -2.6405], [3.1205, 1.8909, -0.3513], [-2.7548, 0.3922, -1.4668], [-2.5459, -1.7288, 0.6617], [1.2422, 0.6923, -1.0919], [-0.6835, -0.7549, 1.6350], [-2.5735, -2.2510, 1.5208], [0.4809, 0.1057, -0.7868], [-1.0946, -0.4121, -0.6043], [1.9097, 1.0899, -0.0253], [-2.0253, -0.3635, -1.7086], [0.1110, -0.1331, 1.4828], [-2.5653, -1.2821, -1.8768], [3.0061, 2.5920, -1.1733]],
  "atomic_forces_ev_per_a": [[-0.184, -0.095, -0.147], [-0.160, 0.110, 0.271], [0.034, -0.065, 0.259], [0.262, 0.811, 0.673], [-0.387, -0.312, 0.277], [0.309, 0.183, -0.156], [0.217, 0.105, 0.021], [1.115, 0.736, 0.117], [-0.499, 0.410, -0.205], [-0.448, -0.860, -0.320], [0.736, -0.020, 0.220], [-0.209, -0.324, -0.358], [-0.141, -0.021, 0.095], [-0.772, 0.275, -0.301], [0.734, -0.027, -0.494], [-0.262, -0.006, 0.028], [0.151, 0.031, 0.436], [0.064, -0.094, 0.056], [-0.225, -0.545, -0.173], [-0.335, -0.293, -0.296]],
  "nbo_charge": [0.24, 0.38, 0.37, 0.60, 0.23, -0.66, 0.21, -0.72, 0.20, -0.82, -0.70, -0.83, 0.39, 0.51, -0.61, 0.81, -0.42, 0.43, 0.16, 0.23]
}